C20H25NO3S | wB97M-V/def2-TZVPD

Geometry as XYZ:
```
50
C20H25NO3S wB97M-V/def2-TZVPD
C -2.61 -1.09 -3.26
C -1.97 -1.13 -1.88
C -1.72 0.24 -1.19
C -3.13 0.98 -0.96
C -4.14 0.27 -0.10
C -0.84 1.11 -2.15
S -0.02 2.56 -1.43
O -0.89 3.23 -0.44
O 0.41 3.54 -2.46
C 1.45 1.96 -0.58
C 2.51 2.89 -0.50
C 3.64 2.59 0.25
C 3.78 1.37 0.84
N 4.90 1.01 1.57
C 2.78 0.49 0.78
C 1.55 0.72 0.11
C 0.52 -0.41 0.12
C 0.76 -1.47 1.18
C 0.63 -1.17 2.56
C 0.81 -2.10 3.58
C 1.13 -3.45 3.25
C 1.31 -3.82 1.89
C 1.14 -2.84 0.86
C -0.99 -0.02 0.19
O -1.16 1.06 1.14
H -2.65 -2.09 -3.63
H -3.60 -0.65 -3.16
H -1.99 -0.53 -3.97
H -2.58 -1.75 -1.23
H -1.06 -1.69 -2.01
H -3.63 1.22 -1.92
H -2.92 1.93 -0.49
H -5.05 0.90 0.00
H -3.72 0.08 0.90
H -4.42 -0.67 -0.60
H -0.02 0.51 -2.61
H -1.45 1.52 -2.98
H 2.39 3.88 -0.94
H 4.42 3.31 0.38
H 5.39 1.76 2.06
H 4.88 0.09 1.97
H 2.93 -0.46 1.31
H 0.69 -0.90 -0.85
H 0.43 -0.15 2.86
H 0.69 -1.77 4.63
H 1.29 -4.19 4.01
H 1.61 -4.89 1.71
H 1.21 -3.12 -0.20
H -1.52 -0.86 0.65
H -1.12 1.97 0.73
```

Computed properties:
SMILES string ... CCC1(CC)CS(=O)(=O)c2ccc(N)cc2[C@@H](c2ccccc2)[C@H]1O
Energy ... -1455.74015 a.u.
ΔE to the lowest compared entry with this formula, charge and spin ... 1.823 eV
Frontier orbital gap ... 9.218 eV
HOMO energy ... -8.6289 eV
Spin multiplicity ... 1

C14H17Br30NOS | wB97M-V/def2-TZVPD

Geometry as XYZ:
```
64
C14H17Br30NOS wB97M-V/def2-TZVPD
O -1.40 2.41 1.77
C -0.18 2.49 1.56
C 0.64 2.81 0.23
C 1.88 3.67 0.82
S 1.33 5.32 1.50
C 2.28 2.61 1.99
N 0.91 2.28 2.55
H 1.17 1.79 0.05
H 0.11 3.22 -0.69
H 2.76 3.81 0.10
H 2.43 6.17 1.57
H 3.00 3.06 2.74
H 2.82 1.70 1.58
H 0.90 1.24 2.62
C 0.95 -2.38 3.11
Br 1.51 -3.57 1.69
Br 2.33 -1.10 3.56
Br -0.74 -1.51 2.71
H 0.78 -2.99 4.00
C -0.05 0.81 -2.91
Br -0.38 -0.03 -4.63
Br -1.35 0.26 -1.58
Br 1.76 0.51 -2.28
H -0.17 1.88 -3.05
C 4.82 2.89 -4.49
Br 3.87 2.03 -5.94
Br 3.61 3.64 -3.18
Br 6.11 1.69 -3.67
H 5.38 3.72 -4.92
C -3.04 4.24 -2.26
Br -2.46 3.08 -3.70
Br -1.68 5.54 -1.80
Br -4.74 5.08 -2.64
H -3.18 3.61 -1.38
C 5.49 -2.39 -2.93
Br 5.16 -3.24 -4.64
Br 4.19 -2.93 -1.59
Br 7.31 -2.68 -2.32
H 5.37 -1.32 -3.08
C 0.67 -4.66 -2.80
Br 1.07 -3.54 -4.32
Br -1.06 -4.24 -2.04
Br 0.83 -6.55 -3.23
H 1.42 -4.44 -2.04
C 4.90 1.43 6.06
Br 5.03 1.10 4.16
Br 3.06 1.70 6.61
Br 5.76 0.04 7.10
H 5.43 2.36 6.26
C -3.72 -5.93 0.66
Br -2.21 -6.36 1.81
Br -4.00 -4.02 0.54
Br -3.55 -6.74 -1.09
H -4.60 -6.36 1.13
C -4.87 -6.48 4.60
Br -4.74 -4.57 4.34
Br -5.48 -6.93 6.38
Br -5.97 -7.32 3.23
H -3.87 -6.89 4.49
C -8.61 4.16 -2.48
Br -8.50 6.08 -2.68
Br -9.22 3.65 -0.71
Br -9.68 3.35 -3.87
H -7.60 3.77 -2.59
```

Computed properties:
Energy ... -78292.11047 a.u.
Frontier orbital gap ... 8.820 eV
HOMO energy ... -9.2404 eV
Spin multiplicity ... 1

C9H21ClHfINO2P | wB97M-V/def2-TZVPD

Geometry as XYZ:
```
37
C9H21ClHfINO2P wB97M-V/def2-TZVPD
C 2.72 -1.36 -0.84
I 3.09 1.09 0.18
H 1.77 -0.78 -0.88
H 2.74 -1.95 0.12
H 2.66 -2.04 -1.73
Hf -1.94 0.43 -0.46
P -0.66 0.30 -2.59
C 0.99 0.69 -3.22
C -1.03 -1.05 -3.77
H -2.62 1.79 -2.91
H -1.57 1.61 -4.36
H -1.03 2.64 -3.01
C -1.58 1.73 -3.27
H -1.98 -1.54 -3.54
H -1.07 -0.63 -4.79
H 0.94 0.71 -4.32
H 1.74 -0.05 -2.92
H -0.22 -1.79 -3.73
H 1.31 1.68 -2.88
C 3.98 -0.57 -0.91
O 5.09 -0.69 -1.31
Cl -3.65 -0.92 -1.31
C -0.35 0.09 4.89
N -0.29 -0.25 3.45
C 0.88 -1.02 3.00
C -1.22 0.19 2.61
C -2.31 1.08 3.08
O -1.12 -0.11 1.33
H 0.47 -0.44 5.41
H -1.31 -0.23 5.30
H -0.24 1.17 5.05
H 0.57 -1.96 2.51
H 1.53 -0.44 2.30
H 1.47 -1.27 3.90
H -2.00 2.13 2.94
H -3.23 0.88 2.50
H -2.54 0.90 4.15
```

Computed properties:
Energy ... -1706.91515 a.u.
Frontier orbital gap ... 3.558 eV
HOMO energy ... -17.3022 eV
Net charge ... +3
Spin multiplicity ... 1

Which formula does entry 1 have? C20H25NO3S

Copy entry 2 word for word.
C14H17Br30NOS | wB97M-V/def2-TZVPD

Geometry as XYZ:
```
64
C14H17Br30NOS wB97M-V/def2-TZVPD
O -1.40 2.41 1.77
C -0.18 2.49 1.56
C 0.64 2.81 0.23
C 1.88 3.67 0.82
S 1.33 5.32 1.50
C 2.28 2.61 1.99
N 0.91 2.28 2.55
H 1.17 1.79 0.05
H 0.11 3.22 -0.69
H 2.76 3.81 0.10
H 2.43 6.17 1.57
H 3.00 3.06 2.74
H 2.82 1.70 1.58
H 0.90 1.24 2.62
C 0.95 -2.38 3.11
Br 1.51 -3.57 1.69
Br 2.33 -1.10 3.56
Br -0.74 -1.51 2.71
H 0.78 -2.99 4.00
C -0.05 0.81 -2.91
Br -0.38 -0.03 -4.63
Br -1.35 0.26 -1.58
Br 1.76 0.51 -2.28
H -0.17 1.88 -3.05
C 4.82 2.89 -4.49
Br 3.87 2.03 -5.94
Br 3.61 3.64 -3.18
Br 6.11 1.69 -3.67
H 5.38 3.72 -4.92
C -3.04 4.24 -2.26
Br -2.46 3.08 -3.70
Br -1.68 5.54 -1.80
Br -4.74 5.08 -2.64
H -3.18 3.61 -1.38
C 5.49 -2.39 -2.93
Br 5.16 -3.24 -4.64
Br 4.19 -2.93 -1.59
Br 7.31 -2.68 -2.32
H 5.37 -1.32 -3.08
C 0.67 -4.66 -2.80
Br 1.07 -3.54 -4.32
Br -1.06 -4.24 -2.04
Br 0.83 -6.55 -3.23
H 1.42 -4.44 -2.04
C 4.90 1.43 6.06
Br 5.03 1.10 4.16
Br 3.06 1.70 6.61
Br 5.76 0.04 7.10
H 5.43 2.36 6.26
C -3.72 -5.93 0.66
Br -2.21 -6.36 1.81
Br -4.00 -4.02 0.54
Br -3.55 -6.74 -1.09
H -4.60 -6.36 1.13
C -4.87 -6.48 4.60
Br -4.74 -4.57 4.34
Br -5.48 -6.93 6.38
Br -5.97 -7.32 3.23
H -3.87 -6.89 4.49
C -8.61 4.16 -2.48
Br -8.50 6.08 -2.68
Br -9.22 3.65 -0.71
Br -9.68 3.35 -3.87
H -7.60 3.77 -2.59
```

Computed properties:
Energy ... -78292.11047 a.u.
Frontier orbital gap ... 8.820 eV
HOMO energy ... -9.2404 eV
Spin multiplicity ... 1